# 1
{
  "formula": "C19H24B2F5N6NaSe2",
  "method": "the ωB97M-V functional and the def2-TZVPD basis",
  "orbital_gap_ev": 4.9,
  "lumo_energy_ha": 0.1455,
  "multiplicity": 1,
  "de_lowest_kcal_mol": 0.0,
  "homo_energy_ev": -0.92,
  "charge": -2,
  "elements": ["Na", "C", "C", "N", "N", "C", "B", "N", "C", "C", "C", "N", "N", "C", "C", "C", "N", "H", "H", "H", "H", "H", "H", "H", "H", "H", "H", "C", "Se", "C", "C", "Se", "C", "H", "H", "H", "H", "H", "H", "H", "H", "H", "H", "F", "C", "C", "C", "C", "C", "C", "H", "H", "H", "H", "F", "B", "F", "F", "F"],
  "positions_angstrom": [[-0.536, -0.383, -0.854], [3.702, 0.583, -2.731], [2.714, -0.330, -2.331], [1.612, 0.295, -1.946], [1.858, 1.612, -2.085], [3.104, 1.812, -2.551], [0.818, 2.697, -1.706], [0.556, 2.675, -0.188], [0.772, 3.669, 0.695], [0.542, 3.178, 1.963], [0.178, 1.838, 1.747], [0.191, 1.548, 0.456], [-0.486, 2.489, -2.520], [-0.977, 3.292, -3.480], [-2.085, 2.681, -4.033], [-2.192, 1.474, -3.322], [-1.230, 1.370, -2.417], [4.697, 0.378, -3.088], [2.747, -1.409, -2.309], [3.469, 2.812, -2.719], [1.272, 3.780, -2.002], [1.085, 4.643, 0.355], [0.640, 3.698, 2.900], [-0.047, 1.061, 2.463], [-0.499, 4.232, -3.702], [-2.712, 3.046, -4.829], [-2.894, 0.663, -3.435], [0.097, -3.514, 1.352], [-0.818, -1.919, 1.979], [-2.560, -2.533, 1.177], [-3.627, -1.507, 1.500], [-3.354, 0.206, 0.582], [-4.595, -0.126, -0.877], [-0.043, -3.610, 0.277], [-0.299, -4.392, 1.864], [1.141, -3.364, 1.611], [-2.827, -3.495, 1.626], [-2.469, -2.682, 0.099], [-3.638, -1.285, 2.569], [-4.628, -1.839, 1.217], [-5.609, -0.224, -0.492], [-4.285, -1.013, -1.423], [-4.533, 0.733, -1.542], [5.162, -0.088, 5.183], [4.020, -0.492, 4.518], [3.079, -1.233, 5.196], [1.931, -1.628, 4.499], [1.670, -1.322, 3.153], [2.687, -0.558, 2.548], [3.852, -0.138, 3.197], [3.245, -1.489, 6.239], [1.198, -2.210, 5.061], [2.574, -0.252, 1.508], [4.610, 0.456, 2.696], [-1.197, -2.982, -4.045], [-1.659, -2.789, -2.745], [-2.538, -1.682, -2.698], [-2.324, -3.935, -2.281], [-0.565, -2.499, -1.880]],
  "forces_ev_per_a": [[0.1, -0.1, 0.0], [0.0, 0.0, 0.0], [0.0, 0.0, 0.0], [0.0, 0.0, 0.0], [-0.1, 0.0, 0.0], [0.0, 0.1, 0.0], [-0.1, 0.0, 0.0], [0.0, 0.0, -0.1], [0.0, 0.0, 0.0], [0.0, 0.0, 0.0], [0.0, 0.0, 0.0], [0.0, 0.0, 0.0], [0.0, -0.1, 0.1], [0.0, 0.0, 0.0], [0.0, 0.0, 0.0], [0.0, 0.0, 0.0], [0.0, 0.1, 0.0], [0.0, 0.0, 0.0], [0.0, 0.0, 0.0], [0.0, 0.0, 0.0], [0.0, 0.0, 0.0], [0.0, 0.0, 0.0], [0.0, 0.0, 0.0], [0.0, 0.0, 0.0], [0.0, 0.0, 0.0], [0.0, 0.0, 0.0], [0.0, 0.0, 0.0], [0.0, 0.0, 0.0], [-0.1, 0.0, 0.0], [0.1, 0.0, 0.0], [0.0, 0.0, 0.0], [0.0, 0.0, 0.0], [0.0, 0.0, 0.0], [0.0, 0.0, 0.0], [0.0, 0.0, 0.0], [0.0, 0.0, 0.0], [0.0, 0.0, 0.0], [0.0, 0.0, 0.0], [0.0, 0.0, 0.0], [0.0, 0.0, 0.0], [0.0, 0.0, 0.0], [0.0, 0.0, 0.0], [0.0, 0.0, 0.0], [0.0, 0.0, 0.0], [0.0, 0.0, 0.0], [0.0, 0.0, 0.0], [0.0, 0.0, 0.0], [0.0, 0.0, 0.0], [0.0, 0.0, 0.0], [0.0, 0.0, 0.0], [0.0, 0.0, 0.0], [0.0, 0.0, 0.0], [0.0, 0.0, 0.0], [0.0, 0.0, 0.0], [0.0, 0.0, 0.0], [-0.1, 0.0, 0.0], [0.0, 0.0, 0.0], [0.0, 0.0, 0.0], [0.0, 0.1, 0.1]],
  "lowdin_charge": [0.183, -0.093, -0.155, 0.067, -0.035, -0.116, -0.516, -0.038, -0.114, -0.079, -0.163, 0.062, -0.034, -0.117, -0.088, -0.158, 0.072, 0.072, 0.101, 0.102, 0.108, 0.100, 0.075, 0.081, 0.102, 0.071, 0.091, -0.386, 0.901, -0.557, -0.588, 0.912, -0.417, 0.009, 0.013, -0.004, 0.057, 0.045, 0.038, 0.053, 0.009, 0.011, 0.002, -0.029, -0.328, -0.086, -0.187, -0.234, -0.171, -0.068, 0.087, 0.060, 0.071, 0.094, 0.107, -1.246, 0.083, 0.095, 0.071]
}



# 2
{
  "formula": "C19H24Br4O7S",
  "method": "the ωB97M-V functional and the def2-TZVPD basis",
  "orbital_gap_ev": 8.9,
  "lumo_energy_ha": -0.0358,
  "multiplicity": 1,
  "de_lowest_kcal_mol": 0.0,
  "smiles": "O=C1C=CC(=O)C=C1.O=C1C=CC(=O)C=C1.CCOS(C)(=O)=O.BrCCBr.BrCCBr",
  "homo_energy_ev": -9.86,
  "charge": 0,
  "elements": ["O", "C", "C", "C", "C", "O", "C", "C", "H", "H", "H", "H", "O", "C", "C", "C", "C", "O", "C", "C", "H", "H", "H", "H", "C", "C", "O", "S", "C", "O", "O", "H", "H", "H", "H", "H", "H", "H", "H", "Br", "C", "C", "Br", "H", "H", "H", "H", "Br", "C", "C", "Br", "H", "H", "H", "H"],
  "positions_angstrom": [[5.239, -3.004, 3.213], [4.665, -2.272, 2.486], [3.285, -2.554, 1.996], [2.638, -1.731, 1.202], [3.268, -0.480, 0.737], [2.753, 0.203, -0.062], [4.605, -0.146, 1.285], [5.257, -0.969, 2.095], [2.876, -3.476, 2.411], [1.617, -1.980, 0.937], [5.041, 0.803, 1.007], [6.328, -0.813, 2.212], [4.131, 3.809, 0.159], [4.018, 3.575, -1.009], [5.197, 3.029, -1.765], [5.172, 3.035, -3.072], [3.976, 3.486, -3.844], [3.964, 3.408, -5.004], [2.817, 4.025, -3.080], [2.837, 4.054, -1.777], [5.996, 2.582, -1.194], [6.035, 2.802, -3.703], [1.971, 4.328, -3.693], [2.011, 4.389, -1.161], [-3.427, -4.411, 1.331], [-2.821, -3.062, 1.583], [-1.689, -3.287, 2.443], [-0.934, -2.035, 3.025], [-2.033, -1.491, 4.312], [0.253, -2.478, 3.635], [-0.881, -1.011, 2.042], [-3.369, -5.045, 2.209], [-2.905, -4.863, 0.487], [-4.464, -4.321, 1.006], [-2.564, -2.645, 0.614], [-3.516, -2.365, 2.064], [-1.354, -1.084, 5.058], [-2.599, -2.329, 4.696], [-2.647, -0.678, 3.945], [-5.285, -0.118, -0.169], [-5.787, 0.241, -2.026], [-7.177, 0.734, -2.290], [-7.868, 2.060, -1.030], [-5.602, -0.689, -2.548], [-5.041, 0.971, -2.308], [-7.922, -0.055, -2.268], [-7.267, 1.196, -3.268], [-0.728, 3.614, -1.877], [-1.352, 1.764, -2.119], [-0.754, 0.843, -1.108], [-1.620, -0.862, -1.454], [-1.204, 1.501, -3.155], [-2.413, 1.881, -1.931], [-1.055, 1.145, -0.114], [0.327, 0.778, -1.159]],
  "forces_ev_per_a": [[1.3, -1.9, 1.5], [-1.2, 1.9, -1.2], [0.7, -0.9, 0.9], [-0.6, -0.3, 0.1], [1.3, -1.9, 2.4], [-1.8, 2.6, -2.9], [-0.1, 0.2, 0.4], [0.7, -0.2, -1.2], [-0.1, 0.3, -0.3], [0.0, 0.4, -0.3], [-0.1, 0.1, -0.3], [-0.3, 0.0, 0.8], [-0.2, -0.1, 1.4], [0.9, 0.5, -1.1], [-0.9, -0.6, 1.1], [0.5, 0.4, -1.6], [0.2, 0.4, 4.2], [-0.1, -0.3, -4.6], [-0.2, -0.2, -1.6], [-0.1, -0.4, 1.7], [0.2, 0.3, 0.2], [-0.3, -0.3, 0.3], [0.1, 0.1, 0.2], [0.0, 0.1, -0.1], [-0.2, -0.3, -0.5], [-0.8, 0.1, -0.1], [0.5, -0.2, -0.2], [-1.5, 0.8, 0.3], [0.5, 0.3, -0.1], [1.2, -1.0, 0.4], [0.1, 0.6, -0.8], [-0.1, -0.1, 0.0], [0.1, -0.3, 0.2], [-0.1, 0.1, 0.2], [0.6, 0.4, 0.2], [0.1, -0.1, 0.1], [-0.1, -0.1, 0.2], [-0.1, -0.1, 0.1], [-0.3, -0.1, -0.1], [-0.4, -0.1, -0.1], [0.6, 0.2, 0.3], [-1.0, -0.1, 0.3], [0.2, 0.0, -0.2], [0.0, -0.1, -0.2], [0.0, 0.1, -0.3], [0.1, -0.2, 0.2], [0.3, 0.1, -0.1], [0.1, -0.2, 0.0], [-0.6, 0.9, 0.1], [-0.1, 0.2, 0.0], [0.3, -0.3, 0.0], [0.3, -0.1, -0.1], [-0.1, -0.2, -0.1], [0.1, -0.1, 0.2], [0.1, -0.4, -0.1]],
  "lowdin_charge": [0.134, -0.411, 0.021, 0.020, -0.414, 0.135, 0.024, 0.022, 0.128, 0.115, 0.113, 0.125, 0.110, -0.385, 0.013, 0.011, -0.426, 0.145, 0.001, -0.018, 0.117, 0.127, 0.113, 0.080, -0.060, -0.279, -0.248, 0.524, -0.107, -0.251, -0.289, 0.084, 0.084, 0.083, 0.056, 0.115, 0.071, 0.073, 0.068, 0.567, -0.671, -0.675, 0.586, 0.059, 0.038, 0.052, 0.058, 0.662, -0.703, -0.659, 0.673, 0.053, 0.026, 0.059, 0.053]
}



# 3
{
  "formula": "C19H24BrLaNSi",
  "method": "the ωB97M-V functional and the def2-TZVPD basis",
  "orbital_gap_ev": 4.5,
  "lumo_energy_ha": 0.0676,
  "multiplicity": 1,
  "homo_energy_ev": -2.66,
  "charge": -1,
  "elements": ["C", "C", "C", "H", "C", "C", "H", "H", "H", "H", "La", "Br", "C", "C", "C", "H", "C", "C", "H", "H", "H", "H", "C", "Si", "C", "C", "N", "C", "C", "C", "C", "C", "C", "H", "H", "H", "H", "H", "H", "H", "H", "H", "H", "H", "H", "H", "H"],
  "positions_angstrom": [[-2.703, -0.240, -1.616], [-2.851, -0.724, -0.281], [-2.871, 0.401, 0.598], [-3.044, -1.764, -0.003], [-2.756, 1.576, -0.193], [-2.663, 1.192, -1.569], [-2.662, 1.861, -2.426], [-2.675, -0.870, -2.509], [-3.048, 0.367, 1.682], [-2.872, 2.588, 0.190], [-0.249, 0.207, -0.692], [0.577, -1.924, -2.203], [1.881, 1.281, -5.182], [0.774, 2.075, -5.619], [-0.223, 1.194, -6.145], [0.717, 3.160, -5.599], [0.269, -0.146, -6.034], [1.572, -0.090, -5.450], [2.228, -0.938, -5.279], [2.808, 1.655, -4.753], [-1.164, 1.491, -6.599], [-0.245, -1.046, -6.364], [2.587, 0.393, -0.040], [1.981, 0.164, 1.719], [2.826, -1.235, 2.602], [2.127, 1.732, 2.700], [0.264, -0.227, 1.490], [-0.437, -0.761, 2.592], [-0.912, -2.086, 2.501], [-1.723, -2.588, 3.515], [-1.978, -1.791, 4.646], [-1.405, -0.518, 4.797], [-0.642, 0.005, 3.755], [3.678, 0.503, -0.072], [2.160, 1.302, -0.505], [2.317, -0.482, -0.663], [3.878, -0.926, 2.734], [2.374, -1.408, 3.595], [2.786, -2.177, 2.029], [1.456, 2.497, 2.276], [1.872, 1.568, 3.759], [3.170, 2.082, 2.640], [-0.625, -2.662, 1.619], [-2.170, -3.585, 3.422], [-2.615, -2.189, 5.437], [-1.565, 0.083, 5.700], [-0.208, 0.999, 3.802]],
  "forces_ev_per_a": [[-0.8, 0.3, 0.1], [-0.1, 0.5, -0.1], [-0.1, -0.2, -0.3], [0.4, 0.4, -0.1], [-0.1, -0.4, -0.2], [-0.3, -0.6, 0.5], [0.2, -0.2, 0.2], [0.0, 0.4, 0.3], [0.3, 0.0, -0.6], [0.3, -0.2, -0.2], [-0.6, 0.7, -0.4], [0.2, -0.8, -0.2], [-0.8, -0.4, -0.3], [-0.1, -0.9, 0.0], [0.9, -0.3, 0.4], [0.0, -0.1, 0.0], [0.6, 0.9, 0.2], [-0.7, 0.7, -0.2], [-0.1, 0.1, 0.1], [-0.1, 0.0, -0.1], [0.1, 0.0, 0.1], [0.1, 0.1, 0.1], [0.1, 0.1, -0.1], [-2.0, -0.8, 0.3], [0.5, -0.1, 0.0], [0.5, 0.4, 0.1], [1.1, 0.0, 0.9], [0.6, 0.2, -0.5], [-0.2, 0.4, 0.4], [0.1, 0.4, 0.2], [0.0, -0.2, 0.3], [-0.1, -0.3, -0.4], [-0.3, -0.6, 0.0], [-0.3, 0.0, -0.1], [0.5, 0.0, 0.0], [0.4, 0.2, 0.1], [-0.2, -0.4, 0.1], [0.2, 0.1, -0.4], [0.1, 0.4, 0.2], [0.3, -0.2, 0.2], [0.1, 0.1, -0.4], [-0.3, 0.2, 0.2], [-0.3, 0.1, 0.2], [0.2, 0.4, 0.1], [0.2, 0.1, -0.2], [0.0, -0.4, -0.3], [-0.2, -0.1, 0.0]],
  "lowdin_charge": [-0.303, -0.236, -0.207, 0.104, -0.224, -0.252, 0.101, 0.099, 0.105, 0.091, 1.561, -0.129, -0.236, -0.240, -0.229, 0.038, -0.223, -0.246, 0.047, 0.039, 0.042, 0.049, -0.252, 0.330, -0.166, -0.187, -0.344, -0.405, -0.052, -0.094, -0.123, -0.100, -0.062, 0.055, 0.010, -0.055, 0.031, 0.039, 0.044, 0.037, 0.028, 0.032, 0.111, 0.100, 0.087, 0.098, 0.087]
}